Here is C37H43AlN4O3PS2 as an isolated structure from OMol25. Energies are from wB97M-V/def2-TZVPD.

Summary:
- Highest occupied orbital energy: -3.4 eV
- Charge: -1
- HOMO-LUMO gap: 0.2045 Eh

Each line ends with the Mulliken charge.
Geometry (Å):
S  0.95956  1.95287  0.09546  -0.6254
S  3.67607  0.19847  -1.51163  -0.3705
P  -2.37504  1.61529  0.15163  1.0107
Al  -0.27882  -0.00268  0.38853  -0.3494
O  10.23021  -1.43397  -0.56815  -0.4984
O  0.94318  -1.26313  0.39984  -0.5404
O  9.83040  -0.35022  1.30756  -0.6182
N  0.46541  3.81093  1.94691  -0.3308
N  -1.70033  -1.17803  -0.11006  1.8155
N  0.09295  0.34352  2.27919  1.3488
N  0.07951  1.68409  2.67528  -1.3174
C  -1.55967  -3.38845  0.94483  1.5319
C  2.31628  -4.18141  1.98570  -0.4635
C  -5.80985  -0.41867  -0.90182  0.1977
C  -4.32662  3.46117  1.21508  -1.8022
C  -3.07127  2.64543  1.52290  0.7753
C  1.30128  -2.09435  1.33632  0.6825
C  0.44841  2.45291  1.69285  0.3647
C  7.99086  -0.59464  -0.19096  0.7506
C  -3.59250  0.35761  -0.26604  0.5959
C  -2.18941  -2.83290  2.19708  -1.8898
C  -5.28139  -1.70573  -0.97565  -1.2060
C  2.02026  -3.93624  3.33608  -0.8262
C  -0.63751  -5.27958  -0.26399  0.8162
C  -0.26433  -6.74060  -0.30753  -1.6452
C  7.45776  -1.18976  -1.34425  -0.4993
C  -7.27198  -0.15432  -1.16093  -1.6526
C  -1.75489  4.03311  -1.19291  -1.4234
C  -3.05366  -0.94425  -0.35266  0.3106
C  0.58282  -0.50807  3.09991  -1.1627
C  5.28441  -0.11824  -1.00527  0.0475
C  -0.40390  -4.44134  -1.34683  -1.2634
C  -4.93372  0.59623  -0.55796  -0.8222
C  -1.21139  -4.73268  0.87628  -0.8675
C  1.02914  -1.82372  2.70477  0.8083
C  -0.73170  -3.08948  -1.31322  0.9540
C  9.37904  -0.76258  0.26720  0.6624
C  5.83379  0.45128  0.17440  -0.4871
C  7.13400  0.21954  0.56098  -0.3877
C  -3.94900  -1.97150  -0.72154  -0.6506
C  1.40675  -2.75712  3.68266  -0.6441
C  -3.30174  1.73939  2.73708  -1.4885
C  -1.32944  -2.56777  -0.16466  -0.8107
C  -2.44797  2.68142  -1.36244  0.3872
C  1.98645  -3.27546  1.00649  -0.6245
C  6.15683  -0.96712  -1.73744  -1.0769
C  -0.42214  -2.19506  -2.48368  -1.4784
C  -1.83251  1.88809  -2.52111  -1.5168
H  -2.29989  0.90616  -2.62845  0.2025
H  0.78881  -0.16361  4.11329  0.4478
H  8.05236  -1.87014  -1.95144  0.1306
H  0.26748  -1.40177  -2.18619  0.2155
H  -5.93118  -2.52982  -1.25508  0.3655
H  -1.86121  -1.81015  2.38290  0.1354
H  7.53478  0.66904  1.46181  0.3882
H  0.38370  -6.99906  0.53271  0.3405
H  0.05166  -2.75814  -3.28690  0.4740
H  -3.27994  -2.80848  2.10791  0.3868
H  0.51060  4.04125  2.92868  0.2752
H  -3.58435  -2.98428  -0.82263  0.5787
H  0.26165  -6.98485  -1.23062  0.3955
H  -3.65244  2.32806  3.58899  0.4597
H  -1.15115  -7.37552  -0.24543  0.3191
H  -4.27644  3.97112  0.25185  0.3670
H  2.30775  -4.65025  4.09691  0.3964
H  0.06116  -4.84656  -2.24058  0.2802
H  -7.63699  -0.74391  -2.00385  0.3785
H  1.21036  -2.52932  4.72582  0.4315
H  -1.79271  4.58329  -2.13711  0.4975
H  -0.70885  3.89810  -0.91997  0.1929
H  5.19082  1.08723  0.76963  0.3567
H  -5.21465  2.82880  1.22764  0.3812
H  -1.92728  -3.44612  3.06020  0.4681
H  2.23317  -3.43885  -0.03426  0.6245
H  -3.50981  2.84069  -1.56809  0.5834
H  1.09103  4.33578  1.35792  0.2871
H  -4.45784  4.22432  1.98673  0.4699
H  2.82264  -5.09925  1.71073  0.4852
H  9.75531  -1.66600  -1.37439  0.2810
H  -1.38748  -5.36669  1.74178  0.3792
H  -1.32889  -1.72311  -2.87206  0.1752
H  -4.05833  0.98357  2.50981  0.2660
H  -2.38270  1.23447  3.03403  0.2268
H  5.76707  -1.43909  -2.63011  0.3463
H  -0.76135  1.74556  -2.35819  0.2330
H  -2.25159  3.33159  1.75620  0.3139
H  -1.95550  2.42828  -3.46307  0.5803
H  -2.23256  4.64737  -0.42612  0.2824
H  -7.44939  0.89932  -1.38242  0.3711
H  -7.88102  -0.41632  -0.29151  0.3031
H  -5.30652  1.61409  -0.53095  0.2069

---

Here is C37H43CdO3Si as an isolated structure at a distorted geometry from OMol25. Energies are from wB97M-V/def2-TZVPD.

Summary:
- Highest occupied orbital energy (spin up / spin down): -3.2 / -3.2 eV
- Charge: -1
- HOMO-LUMO gap (spin up / spin down): 0.1741 / 0.1742 Eh

Each line ends with the Mulliken charge.
Geometry (Å):
Cd  1.46788  0.83399  -1.15286  1.3069
Si  -0.15757  0.68884  3.18595  -1.1394
O  0.58002  0.57685  1.79034  -0.2237
O  0.24191  -2.75391  -4.41602  -0.4979
O  2.93812  1.16444  -2.64068  0.0886
C  -3.01715  0.89960  2.90282  0.0593
C  -2.00636  -2.15891  5.67031  -0.6872
C  -4.32962  2.89310  3.38310  -0.5722
C  -0.33109  -3.17523  -1.65551  -0.1999
C  -1.56112  2.50882  -0.23573  -0.1991
C  -3.14172  3.59869  3.61190  -0.5010
C  -0.15323  -3.68104  -6.61589  -1.6678
C  -0.03373  -2.12026  3.68630  -0.3781
C  4.24525  1.09009  -4.69022  -0.5921
C  -2.23789  1.28039  -0.47420  -0.8858
C  3.98172  2.22403  -2.50448  -0.7088
C  1.53724  2.70197  4.22093  -0.4075
C  -0.40773  -1.24997  -5.87291  -1.0177
C  -0.39639  -3.33265  4.28886  -0.5271
C  -1.89503  2.95328  3.50804  -0.4092
C  0.91813  1.03306  5.84594  -0.2762
C  -0.68072  -2.74821  -5.54103  1.7021
C  -0.66635  -0.92457  4.04604  0.4422
C  1.59704  1.74704  6.84983  -0.6446
C  -0.51766  2.64131  -1.15446  -1.1429
C  2.21304  3.42963  5.20934  -0.5305
C  -1.83144  1.58590  3.20836  0.6337
C  0.61162  -1.84136  -0.02959  -1.0583
C  -4.26000  1.54868  3.00315  -0.6456
C  -2.10521  -3.03149  -5.10815  -1.5751
C  -1.39007  -3.35522  5.27581  -0.4765
C  -0.52552  1.46756  -2.02189  -1.0620
C  3.07872  0.47573  -3.93959  -0.2392
C  2.22120  2.96159  6.53631  -0.4890
C  -1.32110  -2.91748  -0.66117  -1.8092
C  0.56160  -1.36872  -4.70851  0.9335
C  4.81877  2.19382  -3.77616  -0.5668
C  -0.73765  -2.10196  0.33532  0.2993
C  -1.66536  -0.95673  5.02747  0.0082
C  0.81253  1.54503  4.54524  0.3990
C  -1.58126  0.62080  -1.51340  -0.2937
C  0.85565  -2.50139  -1.26431  -1.2013
H  -0.81253  -3.65245  -7.49146  0.3650
H  -1.65401  -4.30006  5.76270  0.3267
H  -5.30205  3.38890  3.46789  0.3256
H  3.18411  -0.60556  -3.73673  0.3826
H  -2.44851  -2.28254  -4.37762  0.2790
H  -2.77075  -2.15644  6.45351  0.3626
H  -1.22369  -1.74614  1.23902  0.6328
H  0.13105  3.50980  -1.28167  0.5224
H  1.56599  3.06254  3.19471  0.2929
H  1.62287  -1.27759  -4.98811  -0.0835
H  1.79402  -2.52095  -1.80543  0.6321
H  -0.22430  1.47775  -3.07276  0.9705
H  -1.84740  -0.36524  -1.88336  0.4862
H  4.53496  1.99439  -1.58400  0.3560
H  0.09073  -4.26097  3.96127  0.3489
H  2.76034  3.51946  7.30060  0.3340
H  -1.22291  -0.53928  -5.69664  0.3482
H  0.09253  -1.08943  -6.83055  0.3234
H  0.31334  -0.72796  -3.85104  -0.7662
H  -0.97199  3.51377  3.68010  0.2564
H  0.46049  0.08548  6.10928  0.2809
H  3.47393  3.18229  -2.34373  0.3263
H  1.63913  1.35232  7.87049  0.3566
H  -2.97999  -0.15457  2.61117  0.4877
H  -3.18145  4.65892  3.86393  0.3404
H  1.34878  -1.30422  0.56116  1.0407
H  0.75124  -2.08870  2.92663  0.2219
H  -2.76440  -3.00371  -5.99162  0.4330
H  4.97164  0.29667  -4.89851  0.2718
H  -2.33894  -3.29740  -0.69552  0.3165
H  3.89222  1.49488  -5.65292  0.2664
H  -3.11744  0.94545  0.06984  0.5505
H  -2.18212  -0.03216  5.30761  0.4475
H  5.85078  1.95906  -3.50185  0.2652
H  2.15926  0.65688  -4.50549  0.2184
H  0.86127  -3.35893  -6.89755  0.3862
H  -2.15691  -4.02458  -4.64357  0.3574
H  -5.17055  0.98889  2.78295  0.3846
H  4.79349  3.15311  -4.30265  0.2817
H  -0.44691  -3.78658  -2.53119  0.6694
H  -1.86555  3.23899  0.51984  0.4599
H  2.74097  4.35264  4.95407  0.3564
H  -0.08024  -4.70188  -6.22741  0.3375

---

Sequential ΔE to the lowest compared entry with this formula, charge and spin output: 52.7, 55.7 kJ/mol